Run A
# C9H10N2O3S

A structure of composition C9H10N2O3S (ωB97M-V/def2-TZVPD, the OMol25 dataset).

Summary:
Net charge: 0
Lowest unoccupied orbital energy (eV): 0.00

Cartesian coordinates (Å):
C1 -1.0378 0.2060 3.6209
C2 -1.1834 0.4297 2.2552
C3 0.2349 0.0238 4.0694
C4 0.0301 0.5951 1.6353
C5 -1.3947 1.2232 -1.2990
C6 1.7224 -0.7785 -1.4986
C7 -1.4177 -0.2803 -1.6291
C8 0.5042 1.0048 0.3198
C9 1.5871 -1.8265 -2.5670
N1 -0.3481 1.6757 -0.5738
N2 0.6571 -0.5596 -0.6973
O1 -2.1320 1.9593 -1.9162
O2 2.5892 0.0672 -1.5535
O3 -0.6274 -1.0408 -0.7141
S1 1.3381 0.4674 2.8496
H1 -1.8606 0.0630 4.2622
H2 -2.0279 0.5381 1.6272
H3 0.5508 -0.2408 4.9972
H4 -2.3347 -0.8709 -1.5600
H5 -1.0765 -0.3127 -2.6192
H6 1.6008 1.3787 0.1462
H7 2.4714 -2.3620 -2.6590
H8 1.3961 -1.3313 -3.4269
H9 0.9030 -2.6795 -2.3598
H10 -0.1443 2.6509 -0.7095

Run B
# C9H10N2O3S

A cluster of 2 separate species, C9H10N2O3S in total (ωB97M-V/def2-TZVPD, the OMol25 dataset).

Summary:
SMILES: C[NH2+]C=C1C=CC(=[N+]([O-])[O-])C=C1.O=C=S
Net charge: 0
Lowest unoccupied orbital energy (alpha / beta) (eV): -0.03 / -0.03

Cartesian coordinates (Å):
C1 -0.8125 -1.5911 -1.4608
C2 -1.0491 0.7906 -1.1081
C3 -1.7538 -1.4959 -2.4580
C4 -2.2731 0.7792 -1.7372
C5 -0.3604 -0.4183 -0.8026
C6 -2.5215 -0.3237 -2.5885
C7 2.7988 0.0807 -1.8576
C8 0.8038 0.3050 2.3180
C9 0.7367 -0.5121 0.0990
N1 -3.6126 -0.3599 -3.5241
N2 1.1479 0.6013 0.8978
O1 -3.8325 -1.4542 -4.0291
O2 3.3207 0.7551 -1.0289
O3 -4.2174 0.6562 -3.7462
S1 2.3673 -0.8204 -3.0262
H1 -0.2941 -2.4943 -1.1852
H2 -0.6213 1.6411 -0.5411
H3 -2.0754 -2.3783 -3.1416
H4 -2.7940 1.7033 -1.7076
H5 -0.1870 0.1225 2.3169
H6 1.4618 -0.5096 2.5756
H7 1.1290 1.1726 2.9648
H8 1.1984 -1.5223 0.4383
H9 0.7626 1.4762 0.5537
H10 2.0478 0.9762 0.7839

Most stable = run A

Run A
# C3H5FO

An isolated molecule of C3H5FO (ωB97M-V/def2-TZVPD, the OMol25 dataset).

Summary:
SMILES: OC1(F)CC1
Net charge: 0
Lowest unoccupied orbital energy (eV): 0.99

Cartesian coordinates (Å):
C1 0.4847 -0.3794 -0.5190
C2 0.3081 -0.0523 0.9525
C3 -0.8541 -0.1988 0.0562
O1 -1.6740 1.3651 -0.0268
F1 -1.7942 -1.1337 0.1132
H1 0.9082 0.3517 -1.1858
H2 0.7340 -1.4053 -0.7604
H3 0.5136 -0.7878 1.7136
H4 0.5122 0.9648 1.2518
H5 -2.3019 1.2369 -0.7443

Run B
# C3H5FO

A structure of composition C3H5FO (ωB97M-V/def2-TZVPD, the OMol25 dataset).

Summary:
Net charge: 0
Lowest unoccupied orbital energy (eV): 0.18

Cartesian coordinates (Å):
C1 -0.1197 -0.8516 -0.7348
C2 0.1337 -0.1827 0.5674
C3 -0.1696 1.3453 0.6089
H1 -0.9470 -1.9200 -0.8622
H2 1.4345 -1.3402 -1.2921
H3 -0.7514 0.1835 -1.4947
H4 -0.6445 -0.7775 1.3019
H5 -1.0555 1.8836 -0.0710
O1 0.7470 1.9473 1.0842
F1 1.3724 -0.2878 0.8925

Most stable = run A

Run A
# C2H3NS

An isolated molecule of C2H3NS (ωB97M-V/def2-TZVPD, the OMol25 dataset).

Summary:
SMILES: [H]/N=C/C=S
Net charge: 0
Lowest unoccupied orbital energy (eV): -1.02

Cartesian coordinates (Å):
C1 -0.1892 -0.2940 0.2797
C2 -0.1789 0.7498 -0.7727
N1 0.8337 -0.5386 0.9636
S1 1.2118 1.2827 -1.3383
H1 -1.2425 -0.8429 0.3571
H2 -1.2728 0.9754 -1.0928
H3 0.8380 -1.3324 1.6035

Run B
# C2H3NS

A cluster of 2 separate species, C2H3NS in total (ωB97M-V/def2-TZVPD, the OMol25 dataset).

Summary:
Net charge: 0
Lowest unoccupied orbital energy (eV): -0.03

Cartesian coordinates (Å):
C1 -0.2435 -1.7042 -0.0334
C2 -0.2706 -0.3518 -0.4932
N1 0.8116 -0.8769 0.3277
S1 -0.8512 -3.0468 0.4392
H1 -0.1753 0.1642 -1.4656
H2 -1.1557 0.2314 0.5162
H3 1.7562 -1.0573 -0.0616

Most stable = run A